Entry a
11
Properties=species:S:1:pos:R:3 method="wB97M-V/def2-TZVPD" smiles=CB(C)C#N
B 0.12 0.02 0.11
H 1.11 -1.21 -1.67
H -1.78 -0.70 0.47
H 1.75 0.33 -1.31
C -0.78 -0.90 0.96
H 0.11 0.28 -2.00
C 0.75 -0.18 -1.29
H -0.33 -1.96 0.88
N -0.19 2.94 1.08
H -0.79 -0.47 1.97
C 0.02 1.85 0.79

=====

Entry b
11
Properties=species:S:1:pos:R:3 method="wB97M-V/def2-TZVPD" smiles=CB(C)C#N
H -1.26 -1.55 0.30
H 2.10 0.41 -0.74
C -0.68 1.47 -0.97
B -0.15 0.28 -0.19
N -1.10 2.36 -1.59
C -1.07 -0.51 0.78
C 1.32 -0.13 -0.29
H 1.93 -0.43 0.59
H -0.46 -0.73 1.74
H -2.00 -0.03 0.98
H 1.36 -1.15 -0.63

=====

Energy comparison, zero being the most stable, in hartree: entry a 0.0315; entry b 0.0000.

=====

Entry a
13
Properties=species:S:1:pos:R:3 method="wB97M-V/def2-TZVPD" smiles="C=CN(S)C(=S)C=O"
C -2.19 1.06 0.07
H -0.39 2.12 0.04
C 1.37 0.07 -0.22
S 2.39 1.42 -0.09
H -1.18 -1.93 1.10
S -0.65 -1.56 -0.34
N 0.05 -0.02 0.22
H -2.98 0.14 0.46
C -0.80 1.11 -0.01
O 2.40 -1.81 0.68
H 2.56 -1.36 -1.60
C 2.17 -1.18 -0.41
H -2.75 1.94 0.12

=====

Entry b
13
Properties=species:S:1:pos:R:3 method="wB97M-V/def2-TZVPD" smiles="O=CN1C=CSCS1"
H 0.08 -1.84 -2.15
C -0.33 -0.84 -2.14
C 0.24 -0.92 1.55
H -0.87 1.52 -1.56
H 0.79 -1.50 2.22
C -0.51 1.03 -0.66
O -1.11 -0.35 -2.94
H -0.62 -1.47 1.27
N 0.09 -0.15 -1.02
H -1.17 2.41 0.80
S 1.24 -0.83 0.03
S -0.12 0.84 2.11
C -0.69 1.51 0.58

=====

Entry c
13
Properties=species:S:1:pos:R:3 method="wB97M-V/def2-TZVPD" smiles="S=C[C@@H]1O[C@H]1/C=N/S"
C 0.17 -0.43 0.00
C -0.23 -0.97 -2.47
C 0.26 0.59 1.11
S -0.91 -0.36 -3.76
H 0.73 0.86 -1.71
H -1.22 1.09 4.24
H 1.13 1.25 1.21
O 1.38 -0.86 -0.57
C 0.47 -0.16 -1.41
H -0.57 -1.21 0.28
N -0.55 0.50 2.12
H -0.25 -2.03 -2.34
S -0.43 1.72 3.31

=====

Energy comparison, zero being the most stable, in hartree: entry a 0.1292; entry b 0.0000; entry c 0.0688.

=====

Entry a
13
Properties=species:S:1:pos:R:3 method="wB97M-V/def2-TZVPD" smiles="C=C(CF)OC"
H 2.69 -0.29 0.18
H 1.96 -1.94 -0.05
C -1.44 0.33 0.23
H -0.06 2.56 -0.36
H -1.74 0.22 1.27
C 0.08 0.47 0.08
H 1.75 -0.71 -1.33
C 1.86 -0.90 -0.24
F -1.87 -0.91 -0.34
H -1.78 1.18 -0.24
O 0.75 -0.55 0.57
C 0.57 1.72 -0.21
H 1.68 1.88 -0.09

=====

Entry b
13
Properties=species:S:1:pos:R:3 method="wB97M-V/def2-TZVPD" smiles="CC[C@@H](F)C=O"
H -0.79 1.32 1.33
H 0.36 -1.54 -0.86
C 1.18 -0.83 -0.61
H 0.40 -0.73 1.35
C -1.69 0.15 -0.25
H 1.90 -1.50 -0.19
C -0.45 0.90 0.32
F -0.23 1.95 -0.45
H -2.38 0.83 -0.84
H 1.51 -0.16 -1.34
H 1.45 0.69 0.98
O -1.98 -1.05 -0.02
C 0.72 -0.01 0.57

=====

Entry c
Entry from the OMol25 dataset: a 2-piece molecular cluster, C4H7FO overall (the ωB97M-V functional and the def2-TZVPD basis).

XYZ file:
```
13
C4H7FO (the ωB97M-V functional and the def2-TZVPD basis)
H -1.59 -2.80 0.35
H -1.90 0.74 0.11
C -0.40 -0.91 -0.06
H 2.49 -1.31 -0.61
C 2.89 -0.53 -0.06
H 0.08 -3.11 0.06
O -0.81 -1.51 -1.15
C -0.62 -2.36 -0.04
H -1.32 -0.06 1.49
H 2.91 -0.64 1.05
C -0.97 0.33 0.53
H -0.21 1.08 0.58
F 3.23 0.72 -0.38
```

=====

Entry d
Entry from the OMol25 dataset: C4H7FO as an isolated structure (the ωB97M-V functional and the def2-TZVPD basis).

XYZ file:
```
13
C4H7FO (the ωB97M-V functional and the def2-TZVPD basis)
F 1.65 -1.43 -0.02
H -0.62 -3.06 -0.25
H -0.49 0.86 -1.31
C -0.84 -1.96 0.12
H 0.77 0.91 1.52
C -0.12 1.39 -0.26
C 0.26 -1.00 0.30
H -1.74 -1.90 0.58
H -0.82 2.28 -0.27
H 1.83 1.16 -1.63
C 0.01 0.41 0.77
H -1.01 0.43 1.33
O 1.13 1.89 -0.89
```

=====

Energy comparison, zero being the most stable, in hartree: entry a 0.0350; entry b 0.0000; entry c 0.1933; entry d 0.1381.

=====

Entry a
11
Properties=species:S:1:pos:R:3 method="wB97M-V/def2-TZVPD" smiles=CN.SS
H 3.01 -2.24 1.11
S -6.28 1.75 -0.28
H 3.56 0.52 0.28
H -3.92 2.81 -1.03
H 1.91 -1.61 -0.03
H 2.10 -0.79 1.50
N 3.57 -0.44 0.00
S -4.53 1.67 -1.40
H 4.25 -0.80 -0.63
H -6.33 0.43 -0.23
C 2.64 -1.30 0.71

=====

Entry b
11
Properties=species:S:1:pos:R:3 method="wB97M-V/def2-TZVPD" smiles=CN.SS
C -0.36 -1.42 0.24
S 0.04 2.30 -1.48
H 1.38 -0.82 -0.65
H -0.83 -1.42 1.22
H -1.01 -0.87 -0.44
S -0.45 2.90 0.45
H 1.09 -0.16 0.77
H -0.41 -2.49 -0.01
H 0.72 1.18 -1.16
N 1.07 -1.06 0.29
H -1.24 1.84 0.75

=====

Energy comparison, zero being the most stable, in hartree: entry a 0.0165; entry b 0.0000.

=====

Entry a
24
Properties=species:S:1:pos:R:3 method="wB97M-V/def2-TZVPD" charge=+1
H 3.38 1.96 0.30
N 0.56 0.70 -1.04
H -3.09 1.55 1.58
C -1.26 1.20 0.49
C -2.65 -1.12 -0.55
N 1.02 -1.75 0.51
H -0.84 2.24 0.91
H -4.10 -0.64 0.96
C 2.55 1.37 0.02
H 0.95 2.63 -0.79
H 0.21 -2.08 -0.04
C -2.45 0.83 0.95
H -3.20 -1.98 -1.00
H 2.97 -0.12 1.31
H 0.77 -1.60 1.40
C -0.65 0.39 -0.52
H 3.62 -0.49 -0.10
C 1.81 -0.95 -0.25
H -1.16 -1.28 -2.01
C -3.17 -0.42 0.55
C 1.36 1.69 -0.56
H 1.96 -1.26 -1.27
N 2.81 -0.12 0.32
C -1.40 -0.74 -1.14

=====

Entry b
24
Properties=species:S:1:pos:R:3 method="wB97M-V/def2-TZVPD" charge=+1
N -1.07 2.14 -1.32
C 0.20 -1.11 0.61
C -0.22 -1.97 -0.55
C 0.77 -1.67 1.80
C -0.37 0.67 -1.42
H 1.52 -0.94 3.76
H 0.38 -0.13 -3.02
C 0.49 1.19 1.48
H -0.59 -2.97 -0.16
H -2.25 -2.01 -1.50
H -0.37 2.91 -1.28
H 0.41 2.28 1.31
C -1.42 -1.38 -1.28
H 0.77 -2.01 -1.20
H 0.61 -2.57 2.33
H -1.70 2.24 -0.50
C 1.16 -0.76 2.78
N -1.47 -0.10 -1.56
C 0.20 0.28 0.51
H 1.27 1.24 3.40
N 0.59 0.67 -2.33
H 1.56 0.97 -2.20
C 1.09 0.63 2.54
H -1.56 2.39 -2.22

=====

Energy comparison, zero being the most stable, in hartree: entry a 0.0493; entry b 0.0000.

=====

Entry a
76
Properties=species:S:1:pos:R:3 method="wB97M-V/def2-TZVPD" charge=-4
F 2.93 2.14 -6.91
C 1.29 14.56 7.08
S 3.17 -0.31 -7.74
C 5.33 -12.45 2.24
F 2.64 -7.96 2.86
F -1.73 -0.73 1.79
F -0.61 -2.60 -6.35
F -4.91 -4.35 -1.65
C 2.72 9.88 4.76
F 2.47 9.26 3.67
F -0.20 5.03 1.29
O 0.20 12.44 8.37
F -0.82 -2.35 0.58
O 6.07 -10.66 0.18
C 3.75 1.19 -6.74
F 4.91 1.64 -7.24
O 2.82 0.14 -9.05
S 5.04 -10.73 1.17
O 0.29 9.99 6.23
O -7.74 -4.50 -0.50
F -0.74 4.26 -0.77
O 3.21 -2.88 -6.08
O -6.60 -2.32 -0.12
N 5.04 -9.69 2.24
N -8.39 -2.36 -1.99
F -10.19 -0.38 -2.86
N 0.47 1.43 0.03
C 3.71 -7.16 2.55
F 4.94 -13.55 1.53
N 1.93 11.97 6.28
S 0.51 12.75 6.97
O 1.98 -2.96 -8.17
C -10.84 -1.38 -2.23
O 1.10 -0.18 2.17
C 0.03 4.07 0.32
S -0.26 2.32 1.07
S 4.83 -8.13 1.40
C -1.03 -1.02 0.71
F 4.64 -12.41 3.43
S 2.08 -2.41 -6.80
S 1.13 10.95 5.45
S -9.54 -2.23 -1.01
O -0.65 12.94 6.12
S 0.75 -0.13 0.77
O 4.20 -8.19 0.06
F 0.48 -4.48 -5.77
F 6.60 -12.48 2.53
F 0.51 -2.62 -4.57
K 0.66 1.40 -3.83
F 4.39 -7.00 3.71
F 1.33 3.98 0.04
S -7.31 -3.20 -1.00
O 1.59 -1.02 -0.08
O -10.18 -3.42 -0.51
C 0.49 -3.11 -5.82
O 0.56 2.39 2.27
F 3.99 0.95 -5.49
O -9.28 -1.23 0.04
C -5.95 -3.73 -2.28
O -1.73 2.15 1.19
N 1.85 -0.91 -6.76
F -11.85 -0.91 -1.46
O 3.70 -10.89 0.64
F -1.70 -0.56 -0.33
F -11.31 -2.26 -3.04
F 3.33 -5.96 2.03
F -6.59 -4.63 -3.08
F 3.11 8.99 5.71
F 1.15 15.16 5.86
F 3.82 10.64 4.49
O 0.41 11.50 4.27
O 4.36 -1.14 -7.87
F 2.52 14.40 7.57
F 0.55 15.22 7.94
O 6.12 -7.50 1.51
F -5.54 -2.66 -2.98

=====

Entry b
76
Properties=species:S:1:pos:R:3 method="wB97M-V/def2-TZVPD" charge=-4
O 5.99 -3.94 -6.41
C -1.25 6.69 4.32
F 3.52 4.84 2.81
O 6.05 -3.44 -9.11
N -0.83 4.67 -5.54
F -2.59 5.75 -3.04
O 0.51 -3.91 7.12
F -6.90 -3.22 0.47
S 3.50 -3.24 7.11
F -0.56 -1.22 7.87
F -4.79 -3.82 0.55
F 4.13 -3.96 -4.26
F 2.49 6.08 -6.55
O -8.21 -8.54 0.69
O 5.50 -0.92 -9.05
O 0.35 6.31 -4.10
F 5.62 -1.77 7.59
O 0.06 6.68 6.58
F -1.29 5.46 3.90
S 0.39 7.12 5.22
N 4.11 -2.49 -7.72
O 3.31 -4.70 7.16
O 2.42 7.96 3.16
S 2.76 7.02 4.27
F -10.48 -8.33 -1.42
F 5.04 6.49 2.97
F -3.65 3.97 -2.72
O 3.88 -2.79 5.79
F 0.59 6.90 -7.09
O 1.66 -4.03 9.29
C -10.14 -7.29 -0.67
F -2.36 6.92 5.09
F 1.00 4.92 -7.67
S -1.43 3.62 -4.22
F 5.74 -3.83 8.43
F -3.64 4.97 -4.69
C -0.25 -2.02 8.85
C 4.10 5.76 3.61
O -1.96 2.30 -4.63
O -6.68 -5.33 -1.69
F 3.10 -1.65 -10.30
S 5.20 -2.67 -6.38
C -6.07 -4.19 0.82
S 1.16 -3.16 8.23
F 2.69 -2.86 -5.53
N -7.86 -6.05 0.39
F -1.28 -2.76 9.22
C 3.90 -2.84 -4.97
C 3.94 -2.63 -10.35
F -10.93 -7.29 0.42
S 0.51 5.17 -5.04
N 2.20 -2.19 7.74
F 4.65 -2.48 -11.47
O 3.34 7.63 5.48
S -6.53 -5.68 -0.27
O -5.50 -6.66 0.04
S 5.09 -2.30 -8.87
N 1.67 6.05 4.50
F -10.30 -6.18 -1.37
F 4.72 5.18 4.56
F 0.10 -1.34 9.94
F 4.48 -2.26 9.38
S -8.24 -7.53 -0.26
O -0.61 3.47 -3.03
O -7.61 -7.90 -1.54
F -6.23 -4.40 2.19
C 4.94 -2.78 8.24
O 1.57 4.29 -4.61
K 1.32 1.01 3.00
C -2.95 4.62 -3.62
F -1.23 7.53 3.33
F 3.36 -3.84 -10.27
O 0.52 8.55 5.08
O 5.98 -1.49 -6.07
F 3.96 -1.84 -4.13
C 1.20 5.82 -6.69

=====

Energy comparison, zero being the most stable, in hartree: entry a 0.0054; entry b 0.0000.

=====

Entry a
15
Properties=species:S:1:pos:R:3 method="wB97M-V/def2-TZVPD" charge=-1
H 0.72 -0.40 -1.70
N 1.48 -1.31 0.81
C -1.01 -0.60 0.43
O 1.30 1.43 3.97
H 0.88 0.41 1.13
H 0.13 1.18 -1.21
H -1.36 -0.92 1.46
O -0.63 1.98 2.84
Cl 1.30 -2.63 -0.29
C 0.56 -0.33 0.41
H 1.95 0.65 -0.85
H -1.17 -1.44 -0.14
C 0.34 1.70 3.39
H -1.56 0.17 0.08
C 0.94 0.37 -1.00

=====

Entry b
15
Properties=species:S:1:pos:R:3 method="wB97M-V/def2-TZVPD" charge=-1
H 2.41 -1.50 -0.38
Cl 2.29 4.15 -0.89
H 1.83 -0.08 -1.20
C 1.54 -0.81 -0.53
C 0.96 -0.38 0.76
H 2.17 1.35 0.95
H 1.40 0.86 2.48
H 2.66 -0.14 1.85
C 1.87 0.52 1.55
N -0.23 -0.76 1.07
H 0.71 -1.32 -1.16
O -1.86 -1.45 3.15
O -2.45 -3.46 2.23
H -0.36 -0.57 2.00
C -2.10 -2.45 2.65

=====

Energy comparison, zero being the most stable, in hartree: entry a 0.1114; entry b 0.0000.

=====

Entry a
6
Properties=species:S:1:pos:R:3 method="wB97M-V/def2-TZVPD" smiles="C=O.I"
C -0.95 0.17 0.15
H 1.28 -1.14 -0.27
I 2.54 0.40 -0.20
O -1.93 -0.43 0.28
H -0.01 0.08 0.68
H -0.93 0.93 -0.66

=====

Entry b
6
Properties=species:S:1:pos:R:3 method="wB97M-V/def2-TZVPD" smiles=COI
H -0.92 0.75 0.50
O 0.45 -0.32 -0.90
H -1.20 -1.02 0.13
H 0.32 -0.34 1.16
C -0.31 -0.28 0.33
I 1.66 1.21 -1.21

=====

Energy comparison, zero being the most stable, in hartree: entry a 0.0135; entry b 0.0000.